# 1
C36H53BrN7O4PbSeSi as an isolated structure in a non-equilibrium geometry. Source: the Open Molecules 2025 dataset; level of theory: ωB97M-V/def2-TZVPD.

The geometry in XYZ format:
```
104
Properties=species:S:1:pos:R:3:lowdin_charge:R:1
Pb 10.39724 13.30613 16.23903 1.52
C 9.12244 14.54225 18.88472 -0.21
C 8.62657 13.10743 18.79233 -0.22
N 8.46008 12.56552 17.43578 -0.23
C 8.33682 11.13041 17.40380 -0.21
C 9.65889 10.44337 17.55265 -0.34
C 9.72100 9.05923 17.96885 -0.04
C 10.95562 8.63006 18.44689 -0.15
C 12.04633 9.49369 18.40205 -0.08
C 11.91869 10.72826 17.79650 -0.33
C 13.13228 11.52679 17.39862 -0.14
N 12.71423 12.94705 17.22168 -0.14
C 12.91828 13.91417 18.39337 -0.16
C 11.65807 14.40304 19.12908 -0.20
N 10.48129 14.80254 18.27492 -0.17
N 10.74048 11.16502 17.39188 -0.05
H 8.39792 15.25982 18.51348 0.11
H 9.15956 14.78236 19.97451 0.12
H 9.32749 12.40182 19.26652 0.12
H 7.67404 13.08394 19.32850 0.12
H 7.66404 12.99005 16.99152 0.11
H 7.63144 10.71864 18.15952 0.13
H 7.86593 10.79188 16.42744 0.14
H 8.89306 8.36877 17.91693 0.10
H 11.03161 7.64573 18.98265 0.10
H 12.99092 9.20956 18.71636 0.07
H 14.00893 11.35592 18.01319 0.12
H 13.40107 11.10013 16.37004 0.16
H 13.41311 13.34147 16.55643 0.12
H 13.57097 13.51073 19.15407 0.11
H 13.41260 14.80062 17.99915 0.12
H 11.37305 13.53659 19.83129 0.14
H 11.96793 15.25864 19.72958 0.11
H 10.65316 15.79630 18.13296 0.11
O 11.92649 12.89272 10.76371 0.09
C 11.43694 13.70324 11.51010 -0.48
O 11.22688 14.96885 11.19738 -0.09
C 10.82289 13.49929 12.92513 -0.67
O 9.57377 13.30568 12.97590 -0.07
O 11.77346 13.56228 13.73321 -0.13
C 6.93006 7.34868 7.06364 -0.12
C 6.69640 8.81453 7.28780 -0.28
C 7.01424 9.33527 8.67210 -0.22
C 8.32389 9.95299 8.99659 -0.18
N 9.32679 9.02653 9.52516 -0.02
C 9.33078 8.57893 10.80112 -0.75
Se 8.19093 9.08676 12.13547 0.64
N 10.29666 7.64692 10.92369 0.00
C 10.86386 7.07950 12.24211 -0.12
C 9.98631 5.93239 12.82326 -0.22
C 10.54802 5.28531 14.08863 -0.28
C 9.63066 4.33048 14.84159 -0.12
C 11.02149 7.60158 9.65950 -0.14
C 11.98023 6.74003 9.19320 -0.01
C 12.41887 6.91372 7.83606 -0.08
C 11.84309 7.86847 7.00679 -0.09
C 10.78908 8.69423 7.47629 0.00
C 10.39130 8.47354 8.78889 -0.15
H 6.74200 7.05279 6.03824 0.06
H 6.27436 6.78599 7.73298 0.07
H 7.95286 6.98985 7.25546 0.07
H 5.66835 9.10410 7.07237 0.10
H 7.21866 9.36831 6.49171 0.11
H 6.83637 8.52852 9.42627 0.11
H 6.26192 10.15717 8.88048 0.13
H 8.15921 10.64180 9.83593 0.09
H 8.73404 10.48885 8.10789 0.14
H 10.95169 7.89098 12.97456 0.11
H 11.86405 6.69656 12.03019 0.11
H 9.66145 5.19520 12.03716 0.12
H 8.99710 6.44089 13.19840 0.09
H 10.83392 6.07989 14.76382 0.10
H 11.47218 4.79502 13.83462 0.10
H 8.68466 4.77595 15.23114 0.08
H 10.13322 3.91497 15.72675 0.07
H 9.22932 3.49128 14.32013 0.05
H 12.40408 6.04251 9.89487 0.10
H 13.17835 6.19188 7.52447 0.10
H 12.26632 8.11772 6.06576 0.09
H 10.23959 9.34181 6.80483 0.10
C 13.09259 15.15909 8.89508 -0.16
Si 12.24839 15.96817 10.33878 0.45
C 11.00106 17.09056 9.56106 -0.16
C 13.06403 16.57224 11.91549 -0.13
H 13.66263 14.31892 9.29481 0.03
H 13.63522 15.98976 8.45288 0.03
H 12.29963 14.76167 8.23364 0.05
H 10.88540 18.03110 10.01184 0.00
H 9.99976 16.63218 9.82671 0.06
H 10.93312 17.20744 8.47337 0.03
H 13.13365 15.62582 12.50156 0.05
H 12.55647 17.34316 12.57327 0.07
H 14.04135 17.05816 11.70243 0.02
Br 16.85199 14.62441 15.06433 0.56
C 16.15561 16.39658 15.24153 -0.84
C 15.99634 17.18184 14.05558 -0.22
C 15.40023 18.40398 14.14968 -0.23
C 15.12927 18.88309 15.45749 -0.18
C 15.41724 18.08083 16.52033 -0.27
N 15.87886 16.81245 16.46406 -0.08
H 16.08897 16.64482 13.08199 0.08
H 15.27300 19.06240 13.23403 0.09
H 14.77148 19.92685 15.62524 0.08
H 15.14970 18.38674 17.54949 0.07
```

Values from the calculation:
- LUMO energy (alpha / beta): 0.061 / 0.063 hartree
- Net charge: -1
- Largest force on an atom: 0.10660 Eh/bohr
- Highest occupied orbital energy (alpha / beta): -2.296 / -0.241 eV
- ΔE to the lowest compared entry with this formula, charge and spin: 128.4 kcal per mole
- Multiplicity: 1


# 2
A 8-piece molecular cluster, C36H53O26P overall in a non-equilibrium geometry. Source: the Open Molecules 2025 dataset; level of theory: ωB97M-V/def2-TZVPD.

The geometry in XYZ format:
```
116
Properties=species:S:1:pos:R:3:lowdin_charge:R:1
C -1.00565 -0.60549 -1.06277 -0.15
C -2.51024 -0.28283 -1.51914 -0.39
P -3.46488 0.70440 -0.19332 0.99
C -4.45687 1.93259 -1.19924 -0.28
C -4.45090 -0.64624 0.63656 -0.19
C -5.20159 -1.66580 0.01677 -0.06
C -5.60143 -1.92923 -1.45855 -0.07
O -6.88714 -1.27263 -1.66559 -0.15
O -6.91705 -0.04800 -0.98173 -0.06
C -5.38386 -2.66226 1.17872 -0.37
O -5.16360 -3.83420 0.97383 0.13
O -5.23879 -2.18821 2.49224 0.11
C -4.78754 -0.87592 2.12326 -0.40
O -5.06157 0.01584 2.88028 0.13
H -0.70865 0.14892 -0.28733 0.05
H -0.92474 -1.65803 -0.66740 0.06
H -0.33478 -0.51707 -1.96390 0.07
H -2.48792 0.23190 -2.50230 0.05
H -2.94831 -1.31187 -1.65444 0.05
H -5.20961 2.39181 -0.51922 0.02
H -3.71387 2.71445 -1.51709 0.04
H -4.86202 1.45283 -2.12222 0.05
H -4.91539 -1.55556 -2.24453 0.12
H -5.86954 -3.01748 -1.55098 0.15
H -7.71036 0.42207 -1.28195 0.11
C -1.83071 -7.16864 2.93848 -0.02
C -0.97255 -6.00716 2.49346 -0.33
C -1.76097 -4.81927 2.02635 -0.10
O -0.86620 -4.20470 1.09664 0.06
C -0.07192 -5.19210 0.60625 -0.55
O 0.65126 -5.07055 -0.33294 0.15
O -0.21373 -6.33843 1.32392 0.09
H -1.21038 -7.94461 3.38930 0.09
H -2.56881 -6.85486 3.66956 0.06
H -2.34108 -7.62958 2.08878 0.10
H -0.27007 -5.73114 3.28693 0.16
H -2.00367 -4.13563 2.83892 0.13
H -2.68162 -5.08698 1.49787 0.14
C -9.13273 2.05240 1.84889 -0.02
C -8.32355 3.24891 1.39916 -0.33
C -9.16042 4.41338 0.94759 -0.10
O -8.30110 5.06226 0.01056 0.07
C -7.47895 4.10639 -0.49527 -0.55
O -6.77195 4.25342 -1.44040 0.17
O -7.57143 2.95083 0.21953 0.06
H -8.47689 1.29622 2.28517 0.09
H -9.87576 2.33514 2.59659 0.09
H -9.63774 1.57970 1.00344 0.09
H -7.62029 3.54510 2.18399 0.16
H -9.41685 5.08561 1.76640 0.14
H -10.07772 4.11461 0.42964 0.14
C -0.72128 0.52515 -6.39578 -0.02
C -0.83438 1.80415 -5.59615 -0.33
C 0.49078 2.39727 -5.21423 -0.11
O 0.17574 3.09824 -4.00935 0.08
C -0.88255 2.46056 -3.45070 -0.55
O -1.27955 2.65382 -2.34336 0.15
O -1.43081 1.56481 -4.31629 0.06
H -1.70553 0.21566 -6.75393 0.08
H -0.06672 0.65493 -7.25912 0.09
H -0.34117 -0.29141 -5.77815 0.09
H -1.45664 2.52971 -6.13037 0.16
H 0.87470 3.08089 -5.97008 0.14
H 1.25503 1.64832 -4.99079 0.13
C 6.63214 1.82934 -3.42110 -0.02
C 5.71696 2.51130 -4.41406 -0.31
C 4.34210 2.87115 -3.87782 -0.10
O 3.54924 2.82257 -5.07335 0.04
C 4.15000 1.94993 -5.91721 -0.56
O 3.64747 1.52330 -6.91201 0.15
O 5.39268 1.62055 -5.48712 0.09
H 7.63481 1.72440 -3.84602 0.09
H 6.70953 2.38973 -2.50588 0.04
H 6.28046 0.81983 -3.19348 0.10
H 6.21389 3.38937 -4.84001 0.16
H 4.30476 3.85434 -3.43430 0.11
H 3.94369 2.14372 -3.16385 0.15
C 7.82438 5.48744 1.82027 -0.02
C 6.78177 4.54186 1.26660 -0.32
C 7.32827 3.19932 0.87769 -0.09
O 6.42896 2.79290 -0.15553 0.07
C 5.94262 3.92595 -0.71909 -0.52
O 5.32004 3.95929 -1.74168 0.13
O 6.25681 5.01846 0.02136 0.10
H 7.34769 6.39122 2.20455 0.09
H 8.38708 5.02416 2.63232 0.09
H 8.51868 5.80659 1.03998 0.09
H 5.94936 4.44398 1.97045 0.16
H 7.31593 2.48800 1.70351 0.14
H 8.33976 3.24425 0.45988 0.14
C -4.63373 -3.90543 8.18623 -0.02
C -3.43437 -4.21265 7.31709 -0.33
C -3.67611 -3.98766 5.85090 -0.10
O -2.77082 -4.91398 5.24922 0.04
C -2.59478 -5.92742 6.13882 -0.54
O -2.06226 -6.96176 5.88253 0.16
O -3.11107 -5.60713 7.35462 0.09
H -4.35871 -3.95966 9.24136 0.09
H -5.02372 -2.90640 7.98407 0.09
H -5.42845 -4.63813 8.03122 0.09
H -2.56083 -3.65277 7.66683 0.16
H -3.44890 -2.96748 5.54119 0.14
H -4.69307 -4.23869 5.53364 0.15
C 9.55171 -1.52820 -1.33403 -0.02
C 9.41565 -0.23558 -0.56014 -0.34
C 10.73042 0.37883 -0.16957 -0.10
O 10.38969 1.09779 1.01623 0.06
C 9.32687 0.45765 1.57118 -0.57
O 8.90976 0.66940 2.66658 0.16
O 8.80250 -0.45674 0.71392 0.09
H 8.57601 -1.85305 -1.70022 0.09
H 10.21732 -1.40880 -2.19067 0.09
H 9.92977 -2.32954 -0.69577 0.09
H 8.79427 0.47438 -1.11707 0.15
H 11.11929 1.05328 -0.93259 0.14
H 11.49889 -0.35965 0.07981 0.14
```

Values from the calculation:
- LUMO energy: -0.023 hartree
- Largest force on an atom: 0.08452 Eh/bohr
- Highest occupied orbital energy: -7.969 eV
- Multiplicity: 1


Q: What is the formula in the second record?
A: C36H53O26P